Entry 1:
Molecular formula: C3H7NO
Method: DFT, wB97M-V/def2-TZVPD

Output
- Max |F|: 0.036 hartree/bohr
- LUMO level: 1.06 eV
- Gap between HOMO and LUMO: 10.9 eV
- SMILES: OC[C@H]1CN1

Each line ends with the Löwdin charge.
Cartesian coordinates (Å):
O (-0.46847, -0.50278, 1.70233)  -0.082
C (0.21121, 0.60143, 1.16428)  -0.244
C (0.13566, 0.59699, -0.36557)  -0.282
C (0.44718, -0.70977, -0.93512)  -0.152
N (-0.95893, -0.27193, -0.80609)  0.003
H (-1.24285, -0.62076, 1.12041)  0.077
H (1.27085, 0.48927, 1.42726)  0.122
H (-0.15349, 1.54842, 1.58658)  0.112
H (0.44551, 1.51202, -0.87590)  0.140
H (0.68757, -1.54647, -0.29952)  0.107
H (0.83948, -0.69726, -1.95313)  0.109
H (-1.21370, -0.39916, -1.76553)  0.089

Force components x, y, z for each atom (eV/Å):
O -0.3 0.1 0.1
C 0.2 0.3 -0.1
C 0.1 0.0 0.1
C 0.5 -0.4 0.0
N 0.2 -0.9 -0.1
H 0.2 -0.1 0.1
H -0.2 0.2 0.1
H 0.0 -0.1 -0.1
H -0.3 -0.3 0.0
H 0.5 0.0 0.1
H 0.0 -0.3 0.3
H -0.9 1.5 -0.5

=====

Entry 2:
Molecular formula: H4O2
Method: DFT, wB97M-V/def2-TZVPD

Output
- Max |F|: 0.105 hartree/bohr
- LUMO level: 0.77 eV
- Gap between HOMO and LUMO: 12.5 eV
- SMILES: O.O

Each line ends with the Löwdin charge.
Cartesian coordinates (Å):
O (-0.63416, -0.20686, -1.37776)  0.034
H (-0.74279, 0.29264, -0.65979)  -0.054
H (-1.44442, -0.52871, -1.68406)  0.021
O (1.03274, 0.40203, 1.49378)  -0.038
H (1.16378, -0.53492, 1.58470)  0.031
H (0.62486, 0.57583, 0.64313)  0.005

Force components x, y, z for each atom (eV/Å):
O 3.0 -2.4 -3.8
H -1.2 3.0 4.2
H -1.9 -0.6 -0.5
O -0.1 0.9 0.3
H 0.0 -0.6 -0.3
H 0.3 -0.3 0.0

=====

Entry 3:
Molecular formula: C7H6O3
Method: DFT, wB97M-V/def2-TZVPD

Output
- Max |F|: 0.068 hartree/bohr
- LUMO level: 0.19 eV
- Gap between HOMO and LUMO: 9.1 eV
- SMILES: O=Cc1ccc(O)c(O)c1

Each line ends with the Löwdin charge.
Cartesian coordinates (Å):
O (1.86715, 2.60049, -0.99317)  0.045
C (1.43233, 1.59417, -1.50095)  -0.244
C (0.58887, 0.63828, -0.85506)  -0.229
C (0.54179, -0.66316, -1.30486)  -0.052
C (-0.23209, -1.57153, -0.68463)  -0.004
C (-0.93538, -1.11422, 0.44060)  -0.226
O (-1.81038, -1.84510, 1.21252)  0.047
C (-0.71992, 0.11280, 1.03604)  -0.294
O (-1.30034, 0.49478, 2.19952)  0.038
C (0.18750, 0.87749, 0.39236)  0.025
H (1.69013, 1.50756, -2.62189)  0.144
H (1.09006, -0.93757, -2.22284)  0.133
H (-0.38355, -2.65896, -1.04999)  0.158
H (-2.08867, -1.16754, 1.91348)  0.125
H (-0.61237, 0.61212, 2.96377)  0.192
H (0.68487, 1.52038, 1.07510)  0.141

Force components x, y, z for each atom (eV/Å):
O 0.0 0.1 0.6
C 1.5 1.8 -2.3
C 2.0 -1.2 -1.2
C 0.3 0.1 -2.7
C -1.9 -2.9 0.8
C -1.8 -1.2 2.0
O -0.2 0.5 0.0
C 1.4 -0.1 -1.8
O 1.1 0.0 2.8
C -0.7 1.4 3.0
H -0.5 -0.7 1.1
H -0.4 0.2 0.5
H 0.4 2.1 0.8
H 0.3 -1.6 -1.0
H -1.8 -0.3 -2.2
H 0.2 1.9 -0.3

=====

Entry 4:
Molecular formula: C6H12N2
Method: DFT, wB97M-V/def2-TZVPD

Output
- Max |F|: 0.030 hartree/bohr
- LUMO level: 0.88 eV
- Gap between HOMO and LUMO: 9.5 eV
- SMILES: Cc1c[nH]cn1.CC

Each line ends with the Löwdin charge.
Cartesian coordinates (Å):
C (-1.37219, -0.94030, -1.34183)  -0.042
C (-1.41346, 0.44251, -0.77193)  -0.370
C (-1.51627, 1.62892, -1.43626)  -0.080
N (-1.46055, 2.60213, -0.47252)  0.041
C (-1.40191, 1.97118, 0.72725)  -0.204
N (-1.46406, 0.67513, 0.57652)  0.091
H (-0.36660, -1.31856, -1.19552)  0.056
H (-1.61296, -0.88032, -2.39991)  0.072
H (-2.08455, -1.61282, -0.86843)  0.078
H (-1.62948, 1.86077, -2.48065)  0.112
H (-1.36942, 3.56928, -0.72246)  0.142
H (-1.34252, 2.44737, 1.69112)  0.113
C (2.56429, -0.69936, 1.07077)  -0.176
C (1.71594, -1.97899, 1.14870)  -0.159
H (2.26829, 0.07025, 1.78744)  0.057
H (3.61925, -0.88041, 1.27628)  0.056
H (2.38678, -0.24959, 0.09583)  0.055
H (0.72350, -1.70430, 0.78392)  0.035
H (1.68643, -2.35539, 2.16519)  0.062
H (2.06948, -2.64749, 0.36650)  0.061

Force components x, y, z for each atom (eV/Å):
C -0.1 0.6 0.1
C -1.3 -0.3 -0.2
C 0.5 -0.3 -0.1
N 0.0 0.2 -0.3
C -0.3 -0.1 0.1
N 1.0 -0.2 0.3
H 0.1 -0.4 -0.2
H 0.2 -0.2 -0.2
H 0.0 0.1 0.1
H 0.2 0.0 0.0
H -0.1 0.2 0.5
H -0.1 0.3 -0.1
C -0.3 0.1 0.3
C 0.0 1.3 -0.8
H -0.3 -0.2 0.1
H 0.1 -0.1 -0.4
H 0.5 0.1 -0.2
H -0.2 -0.1 0.6
H -0.1 -0.5 -0.2
H 0.3 -0.6 0.5

=====

Number 1: total energy -248.434434 a.u.. Number 2: total energy -152.856035 a.u.. Number 3: total energy -495.999022 a.u.. Number 4: total energy -345.319494 a.u..